(1)
Entry from the OMol25 dataset: a 3-piece molecular cluster, C5H17N2O2 overall at a distorted geometry (ωB97M-V with the def2-TZVPD basis set).

## Properties
Energy relative to the best compared isomer or geometry (same formula, charge and spin) (kcal per mole): 12.1
Frontier orbital gap (spin up / spin down) (eV): 11.212 / 7.666
<S²>: 0.767

```
! wB97M-V def2-TZVPD RIJCOSX def2/J DEFGRID3
* xyz 2 2
C 0.357 -1.281 2.627
C -0.053 -0.815 1.270
C 0.719 -1.532 0.170
C 0.254 -1.216 -1.262
C 0.979 -0.231 -1.897
N -0.945 -1.639 -1.692
N 0.245 0.716 1.059
H 0.010 -2.320 2.812
H 1.423 -1.438 2.776
H -0.086 -0.664 3.424
H -1.128 -0.858 1.150
H 0.625 -2.617 0.329
H 1.823 -1.300 0.210
H 1.910 0.121 -1.508
H 0.885 -0.066 -2.970
H -1.555 -1.903 -0.927
H -1.085 -2.111 -2.591
H 0.006 1.421 1.746
H -0.383 0.883 0.243
H 1.189 0.921 0.742
H -1.986 1.340 -1.449
H -2.266 2.514 -0.510
O -1.979 1.590 -0.518
H 1.690 3.210 0.111
H 0.375 3.267 -0.804
O 0.776 2.925 0.012
*
```

(2)
Entry from the OMol25 dataset: C5H17N3O as an isolated structure at a distorted geometry (ωB97M-V with the def2-TZVPD basis set).

## Properties
Energy relative to the best compared isomer or geometry (same formula, charge and spin) (kcal per mole): 127.6
Frontier orbital gap (eV): 7.329

```
! wB97M-V def2-TZVPD RIJCOSX def2/J DEFGRID3
* xyz 0 1
C 2.057 0.591 1.356
C 1.925 0.801 -1.099
N 2.322 -0.585 -1.355
O 1.569 -0.536 1.568
H -0.013 -0.545 1.238
H 2.210 -1.166 -0.529
H 1.805 -1.007 -2.114
H 1.518 1.540 1.437
H 3.147 0.717 1.361
H 2.804 1.435 -0.955
H 1.431 1.212 -1.990
C -1.092 -1.635 -0.119
C -2.016 -0.228 1.685
C -1.489 1.040 -1.154
N -0.916 -0.402 0.701
N -0.621 0.829 -0.017
H 0.710 0.852 -0.420
H -2.040 -1.598 -0.652
H -1.075 -2.502 0.541
H -0.261 -1.685 -0.819
H -2.094 -1.120 2.308
H -1.776 0.637 2.296
H -2.953 -0.061 1.157
H -1.219 2.018 -1.556
H -2.557 1.090 -0.897
H -1.375 0.310 -1.973
*
```

(3)
Entry from the OMol25 dataset: a 2-piece molecular cluster, C5H17N3Si overall at a distorted geometry (ωB97M-V with the def2-TZVPD basis set).

## Properties
Energy relative to the best compared isomer or geometry (same formula, charge and spin) (kcal per mole): 90.5
Frontier orbital gap (spin up / spin down) (eV): 9.060 / 5.918

```
! wB97M-V def2-TZVPD RIJCOSX def2/J DEFGRID3
* xyz 0 1
C -2.250 1.407 -0.009
C 0.148 1.913 -0.380
C 1.254 -0.540 2.656
C 2.632 -1.342 0.852
C -0.017 -0.517 -2.767
N -2.451 -1.202 -0.753
N -1.029 0.960 -0.488
N 1.382 -1.372 1.499
Si -0.767 -0.577 -1.034
H -2.364 1.194 1.059
H -2.438 2.527 -0.264
H -3.047 0.893 -0.429
H -0.239 2.903 -0.467
H 0.613 1.890 0.629
H 0.958 1.595 -0.973
H 2.270 -0.381 3.112
H 0.518 0.307 2.472
H 0.898 -1.151 3.457
H 3.541 -1.866 1.331
H 2.651 -1.867 -0.039
H 2.937 -0.324 0.599
H -0.476 -1.098 -3.481
H -0.197 0.460 -3.116
H 0.970 -0.795 -2.727
H -2.818 -0.806 0.175
H -2.679 -2.210 -0.916
*
```

(4)
Entry from the OMol25 dataset: a 2-piece molecular cluster, C5H17N4 overall at a distorted geometry (ωB97M-V with the def2-TZVPD basis set).

## Properties
Energy relative to the best compared isomer or geometry (same formula, charge and spin) (kcal per mole): 67.8
Frontier orbital gap (eV): 9.636

```
! wB97M-V def2-TZVPD RIJCOSX def2/J DEFGRID3
* xyz 1 1
C -1.855 1.887 0.584
C -2.058 -1.439 -0.257
C -0.877 1.364 -0.451
C -0.200 0.185 0.162
C -0.561 -1.093 -0.360
N 2.457 0.857 -1.060
N 2.203 0.206 1.211
N 1.867 0.038 -0.120
N 0.403 -2.118 0.051
H -2.358 1.073 1.137
H -1.363 2.489 1.328
H -2.542 2.429 0.067
H -2.569 -0.977 -1.053
H -2.489 -1.164 0.776
H -2.093 -2.535 -0.428
H -0.233 2.256 -0.627
H -1.395 1.006 -1.360
H 0.102 0.235 1.237
H -0.449 -0.942 -1.477
H 3.060 0.480 -1.738
H 2.659 1.849 -0.793
H 2.636 1.046 1.393
H 2.950 -0.510 1.555
H 1.882 -0.997 -0.478
H 0.528 -3.114 -0.267
H 0.294 -2.514 0.966
*
```

(5)
Entry from the OMol25 dataset: C5H17N6O4Tl as an isolated structure at a distorted geometry (ωB97M-V with the def2-TZVPD basis set).

## Properties
Frontier orbital gap (eV): 1.190

```
! wB97M-V def2-TZVPD RIJCOSX def2/J DEFGRID3
* xyz 2 1
Tl -12.510 2.920 -19.908
C -15.459 -4.486 -17.324
C -16.037 -3.281 -18.069
O -15.183 -2.239 -18.399
H -16.208 -5.275 -17.392
H -15.379 -4.081 -16.315
H -14.487 -4.825 -17.681
H -16.933 -2.858 -17.615
H -16.456 -3.733 -18.968
C -15.258 0.134 -25.544
O -14.979 1.055 -24.768
N -15.680 -1.024 -25.082
N -15.362 0.360 -26.829
H -15.570 -1.788 -25.733
H -15.699 -1.156 -24.080
H -15.905 -0.250 -27.422
H -15.145 1.269 -27.213
C -13.610 8.646 -23.904
O -13.462 7.505 -23.383
N -13.453 9.743 -23.230
N -14.000 8.807 -25.115
H -13.488 10.668 -23.634
H -13.016 9.605 -22.330
H -14.072 7.903 -25.561
H -14.348 9.690 -25.462
C -8.419 8.652 -19.165
O -9.129 7.707 -18.738
N -7.810 8.637 -20.260
N -8.086 9.683 -18.462
H -7.913 7.842 -20.873
H -7.263 9.459 -20.473
H -8.226 9.544 -17.471
H -7.262 10.118 -18.851
*
```